H3O3P | ωB97M-V/def2-TZVPD

Summary:
E_HOMO = -10.074 eV
Relative energy (zero: lowest compared OMol25 entry of this formula, charge and spin) = 4.503 eV
SMILES string = OOPO

```
7
Properties=species:S:1:pos:R:3:forces:R:3
O -2.20512 -0.01126 0.39387 1.19 -1.00 0.15
O -1.06347 0.18869 -0.51267 -0.55 0.37 0.19
P 0.14847 1.11804 0.18704 1.77 -2.51 -0.73
O 1.44246 -0.10277 -0.07532 -2.08 0.94 1.66
H -2.02644 -0.94540 0.70671 -0.28 1.36 -0.53
H 0.65776 1.70440 -0.99968 -0.56 0.19 -0.03
H 1.26740 -0.79194 0.60998 0.50 0.66 -0.71
```
Forces are in eV/Å.

Here are the natural (NBO) charges for atoms 1 to 5, given in e: number 1, O, carries -0.4301; number 2, O, carries -0.5440; number 3, P, carries 1.0882; number 4, O, carries -0.9649; number 5, H, carries 0.4621

=====

H3O3PS | ωB97M-V/def2-TZVPD

Summary:
E_HOMO (spin up / spin down) = -9.615 / -9.628 eV
Relative energy (zero: lowest compared OMol25 entry of this formula, charge and spin) = 4.514 eV

```
8
Properties=species:S:1:pos:R:3:forces:R:3
O -0.60908 1.41582 0.67427 1.34 -1.72 2.90
O 0.26143 -0.57633 1.78928 0.53 0.78 1.02
O 0.55845 -0.32759 -0.59845 0.28 -0.09 -0.03
P -0.62753 -0.23593 0.53152 -0.70 0.19 -1.55
S 0.40138 -1.88263 -2.81762 0.04 -0.67 -0.63
H -1.02577 1.82787 -0.02247 -1.50 1.52 -2.42
H 0.76798 0.24043 1.96881 0.23 -0.49 0.31
H 0.27314 -0.46163 -1.52535 -0.22 0.47 0.38
```
Forces are in eV/Å.

Here are the natural (NBO) charges for atoms 1 to 5, given in e: number 1, O, carries -1.0053; number 2, O, carries -0.9840; number 3, O, carries -1.0262; number 4, P, carries 1.5280; number 5, S, carries 0.0439

=====

H3O3PS | ωB97M-V/def2-TZVPD

Summary:
E_HOMO = -9.237 eV
Relative energy (zero: lowest compared OMol25 entry of this formula, charge and spin) = 3.177 eV
SMILES string = O=PO.OS

```
8
Properties=species:S:1:pos:R:3:forces:R:3
O 1.62201 -1.14977 0.23027 -1.59 -2.48 0.81
P 2.54066 -0.10838 -0.11710 2.49 0.91 0.22
O 1.75449 1.02958 -0.82914 -2.59 0.58 -1.37
H 0.79266 0.70863 -0.97658 1.73 0.87 0.46
O -0.86644 0.36549 0.72543 -0.56 0.76 -0.46
S -2.13178 0.32136 -0.40324 -0.15 -0.69 0.67
H -0.87438 -0.48187 1.16013 0.50 -0.60 0.18
H -2.83723 -0.68503 0.21023 0.18 0.65 -0.51
```
Forces are in eV/Å.

Here are the natural (NBO) charges for atoms 1 to 5, given in e: number 1, O, carries -1.0674; number 2, P, carries 1.5496; number 3, O, carries -1.0143; number 4, H, carries 0.5281; number 5, O, carries -0.8499

=====

H3O3Yb | ωB97M-V/def2-TZVPD

Summary:
Multiplicity = 2
E_HOMO (spin up / spin down) = -5.373 / -7.957 eV
Relative energy (zero: lowest compared OMol25 entry of this formula, charge and spin) = 1.367 eV

```
7
Properties=species:S:1:pos:R:3:forces:R:3
O -0.90102 1.23411 -0.91143 0.62 0.76 -0.32
Yb 1.70505 0.45446 0.00816 -0.76 -0.56 -0.02
O -0.66471 0.62181 0.37088 -0.66 -1.97 0.78
H -0.81871 -0.71876 0.34133 2.65 2.44 -0.57
O 0.50731 -1.48944 0.19891 -0.91 0.55 0.22
H 0.70305 -2.24603 0.75214 -0.18 -0.30 -0.01
H -0.53097 2.14385 -0.75998 -0.75 -0.93 -0.08
```
Forces are in eV/Å.

Here are the natural (NBO) charges for atoms 1 to 5, given in e: number 1, O, carries -0.4907; number 2, Yb, carries 0.9363; number 3, O, carries -0.6502; number 4, H, carries 0.5559; number 5, O, carries -1.2780

=====

H3O4PSi | ωB97M-V/def2-TZVPD

Summary:
E_HOMO = 0.635 eV
Relative energy (zero: lowest compared OMol25 entry of this formula, charge and spin) = 0.000 eV
Net charge = -2
SMILES string = O=P([O-])([O-])O[SiH3]

```
9
Properties=species:S:1:pos:R:3:forces:R:3
O 3.53884 1.16927 -0.47919 -0.15 1.19 0.29
P 3.27904 -0.21429 0.03749 -0.59 -1.30 -1.48
O 3.41948 -1.27779 -1.03157 0.00 -0.26 -0.03
O 3.75049 -0.61192 1.39602 0.14 0.22 1.02
O 1.44163 -0.23012 0.24064 1.33 0.06 -0.06
Si 0.34398 0.84761 -0.08531 1.19 1.99 -1.86
H -0.77535 0.23030 0.35179 -3.13 -1.20 1.39
H 0.37422 2.24729 0.50678 0.21 -0.36 0.02
H -0.27016 1.23483 -1.52529 1.00 -0.35 0.70
```
Forces are in eV/Å.

Here are the natural (NBO) charges for atoms 1 to 5, given in e: number 1, O, carries -1.2560; number 2, P, carries 2.5253; number 3, O, carries -1.2651; number 4, O, carries -1.2425; number 5, O, carries -1.2262

=====

H3O4PSi | ωB97M-V/def2-TZVPD

Summary:
E_HOMO = -0.557 eV
Relative energy (zero: lowest compared OMol25 entry of this formula, charge and spin) = 2.083 eV
Net charge = -2

```
9
Properties=species:S:1:pos:R:3:forces:R:3
O -0.87571 1.85866 1.21769 0.04 -1.54 -1.26
O -1.94592 -0.77322 0.57475 1.31 -0.02 -0.05
O -1.72549 0.37572 -1.62941 0.98 0.58 -0.50
O 2.01753 -0.68989 1.04581 0.89 0.33 1.74
Si 1.28738 -0.40806 -0.25472 -0.54 -1.57 -3.13
P -1.04853 0.00887 -0.35303 -1.74 0.65 1.79
H -0.87234 1.07407 1.79069 -0.04 0.47 0.07
H 1.18213 -2.00648 -1.01001 -0.04 1.91 0.27
H 1.98095 0.56033 -1.38176 -0.86 -0.82 1.08
```
Forces are in eV/Å.

Here are the natural (NBO) charges for atoms 1 to 5, given in e: number 1, O, carries -1.1903; number 2, O, carries -1.1589; number 3, O, carries -1.1554; number 4, O, carries -1.3317; number 5, Si, carries 1.2274

=====

H3O4PSi | ωB97M-V/def2-TZVPD

Summary:
E_HOMO = -0.364 eV
Relative energy (zero: lowest compared OMol25 entry of this formula, charge and spin) = 2.318 eV
Net charge = -2

```
9
Properties=species:S:1:pos:R:3:forces:R:3
O 2.26818 -1.20804 0.63868 1.42 0.29 -0.65
O 0.38027 -1.42997 2.24467 -0.57 -0.04 0.20
O 1.01204 0.89654 1.55417 0.09 2.54 -0.05
O -1.20932 -0.37252 -2.52310 0.36 0.41 2.03
Si -0.26358 0.15782 -0.32057 -0.73 1.24 -2.67
P 1.08233 -0.54941 1.24344 0.30 -4.02 1.50
H -1.91361 0.22098 -2.21819 0.02 -0.13 -0.34
H -1.41037 0.79020 0.27475 -1.62 -0.19 0.51
H 0.05406 1.49439 -0.89384 0.73 -0.11 -0.54
```
Forces are in eV/Å.

Here are the natural (NBO) charges for atoms 1 to 5, given in e: number 1, O, carries -1.2070; number 2, O, carries -1.2209; number 3, O, carries -1.1584; number 4, O, carries -1.1760; number 5, Si, carries 0.6844

=====

H3O5P3 | ωB97M-V/def2-TZVPD

Summary:
Multiplicity = 3
E_HOMO (spin up / spin down) = -6.820 / -10.472 eV
Relative energy (zero: lowest compared OMol25 entry of this formula, charge and spin) = 0.000 eV

```
11
Properties=species:S:1:pos:R:3:forces:R:3
O -2.49954 -1.52933 -0.26369 -0.50 -2.47 0.66
O 0.71910 1.58927 -0.92460 -0.29 2.14 -0.18
O -1.13502 1.96352 1.32343 1.02 -1.03 -1.54
O -1.24069 0.51727 1.05243 -1.25 1.17 1.46
O 0.00918 -0.03593 1.09441 0.89 -0.31 -2.46
P -2.13223 -0.20297 -0.67784 -0.11 2.75 -0.62
P 2.29928 -1.05015 -0.27770 1.22 1.80 2.25
P 0.51490 0.15497 -0.82835 0.41 -2.14 1.38
H -0.43047 2.13706 0.62189 -0.82 0.44 0.87
H 2.48922 -1.65214 -1.43982 -0.02 -1.24 -2.06
H 1.40627 -1.89157 0.31983 -0.55 -1.11 0.22
```
Forces are in eV/Å.

Here are the natural (NBO) charges for atoms 1 to 5, given in e: number 1, O, carries -0.9653; number 2, O, carries -1.0417; number 3, O, carries -0.4000; number 4, O, carries -0.1144; number 5, O, carries -0.4643

=====

The calculation returns the following largest force on an atom values, one per record and in order: 0.06147; 0.07067; 0.05941; 0.07097; 0.07060; 0.06894; 0.08364; 0.06090 hartree/bohr.